C7H14O3 | ωB97M-V/def2-TZVPD

As for the LUMO energy (alpha / beta): -1.67 / -1.68 eV. The multiplicity is 1. As for the energy above the lowest of the compared OMol25 structures with the same formula, charge and spin: 608.8 kJ/mol.

Geometry as XYZ:
```
24
Properties=species:S:1:pos:R:3:forces:R:3
C 1.403 -0.548 -0.352 -0.5 0.1 0.2
C 1.807 0.912 -0.437 -0.1 -0.1 0.1
C 0.579 -1.041 -1.435 0.5 0.1 0.3
C 0.762 -0.913 1.171 -0.9 0.6 0.1
O 0.360 -2.252 1.069 0.1 0.0 -0.3
O 1.436 -0.528 2.121 0.1 0.0 -0.3
H 0.369 -2.600 1.970 0.0 0.2 0.0
H 2.286 -1.199 -0.298 -0.2 -0.2 0.1
H -0.721 -0.731 -1.065 -0.6 0.2 0.3
H 0.929 1.554 -0.515 0.0 0.0 0.0
H 2.459 1.094 -1.294 -0.1 0.0 0.0
H 2.338 1.193 0.469 0.0 0.0 0.0
H 0.446 -2.114 -1.517 -0.1 0.0 0.0
H 0.515 -0.482 -2.364 -0.2 0.1 0.0
C -0.821 1.106 1.698 0.1 -0.2 -0.1
C -1.805 -0.255 -0.827 0.5 -0.1 -0.7
C -2.108 0.874 -1.431 0.0 0.0 0.1
O -0.759 -0.183 1.141 1.0 -0.4 0.1
H -2.426 -0.983 -0.333 0.1 0.0 0.1
H -1.679 1.162 2.377 0.1 0.0 0.0
H 0.088 1.331 2.264 0.0 -0.1 0.0
H -0.956 1.870 0.917 0.0 0.0 0.0
H -3.130 1.234 -1.409 0.0 0.0 0.1
H -1.374 1.500 -1.920 0.0 -0.1 0.0
```
Forces are in eV/Å.

These are the natural (NBO) partial charges, in e, on atoms 1 to 5: C -0.390; C -0.621; C -0.127; C 0.856; O -0.766